# C30H82N4O13

A 9-piece molecular cluster, C30H82N4O13 overall (ωB97M-V with the def2-TZVPD basis set, the OMol25 dataset).

Computed properties:
2S+1: 1
Total charge: 0
ΔE to the lowest compared entry with this formula, charge and spin, kJ/mol: 198.9
Lowest unoccupied orbital energy, eV: 0.5
SMILES: COCCNCCOC.COCCNCCOC.COCCNCCOC.COCCNCCOC.CCO.CCO.CCO.O.O

Cartesian coordinates (Å):
C 1.642 2.181 -3.103
O 2.709 2.064 -4.019
C 2.858 0.736 -4.390
C 4.190 0.432 -4.954
N 5.260 0.714 -4.020
C 6.529 1.012 -4.553
C 6.845 2.346 -5.269
O 6.572 3.342 -4.327
C 6.342 4.541 -4.924
H 1.300 3.215 -3.251
H 1.844 1.936 -2.012
H 0.821 1.563 -3.540
H 2.006 0.537 -5.080
H 2.759 0.152 -3.488
H 4.314 1.032 -5.914
H 4.162 -0.608 -5.243
H 4.983 1.439 -3.372
H 6.760 0.252 -5.292
H 7.346 0.917 -3.753
H 6.191 2.527 -6.173
H 7.903 2.305 -5.638
H 5.973 5.311 -4.237
H 5.566 4.480 -5.660
H 7.207 4.943 -5.376
C 4.935 -4.494 4.377
O 4.977 -3.691 3.274
C 6.022 -2.786 3.085
C 5.801 -2.114 1.797
N 5.763 -3.063 0.707
C 6.062 -2.503 -0.639
C 4.937 -1.828 -1.480
O 4.458 -0.607 -0.889
C 5.356 0.419 -0.792
H 4.941 -3.953 5.336
H 5.825 -5.096 4.437
H 4.065 -5.140 4.314
H 6.900 -3.394 2.933
H 6.176 -2.038 3.842
H 6.678 -1.517 1.615
H 4.878 -1.500 1.936
H 4.982 -3.674 0.650
H 6.351 -3.277 -1.330
H 6.895 -1.815 -0.537
H 4.084 -2.497 -1.606
H 5.340 -1.582 -2.499
H 4.874 1.368 -0.910
H 6.133 0.358 -1.625
H 5.847 0.552 0.205
C -4.546 -2.300 -2.277
O -4.248 -2.408 -0.878
C -5.389 -2.817 -0.143
C -5.137 -2.533 1.343
N -4.001 -3.227 1.964
C -3.984 -4.691 2.001
C -2.549 -5.269 2.260
O -1.583 -4.519 1.537
C -1.533 -4.874 0.173
H -3.579 -2.104 -2.802
H -5.237 -1.461 -2.444
H -4.936 -3.279 -2.682
H -5.552 -3.912 -0.229
H -6.233 -2.241 -0.501
H -6.046 -2.789 1.895
H -4.946 -1.428 1.490
H -3.156 -2.991 1.449
H -4.321 -5.138 1.075
H -4.720 -4.934 2.749
H -2.520 -6.336 1.986
H -2.222 -5.012 3.283
H -0.567 -4.573 -0.157
H -2.246 -4.345 -0.469
H -1.608 -5.945 -0.052
C -7.294 6.624 2.360
O -6.172 6.985 1.606
C -5.278 5.905 1.504
C -5.722 5.020 0.331
N -5.155 3.667 0.084
C -3.785 3.671 -0.419
C -3.874 3.394 -1.919
O -2.556 3.393 -2.449
C -2.471 2.899 -3.743
H -7.980 7.471 2.427
H -7.010 6.372 3.391
H -7.933 5.824 1.923
H -5.217 5.367 2.464
H -4.301 6.387 1.406
H -5.549 5.648 -0.573
H -6.795 4.799 0.373
H -5.245 3.188 0.935
H -3.192 2.882 0.002
H -3.318 4.675 -0.279
H -4.612 4.111 -2.286
H -4.322 2.399 -1.995
H -2.812 1.889 -3.751
H -1.442 2.925 -4.072
H -3.063 3.425 -4.509
C 1.412 -1.612 2.998
C 1.752 -0.912 4.323
O 1.309 -1.671 5.375
H 2.026 -2.498 2.929
H 1.565 -0.921 2.157
H 0.375 -1.861 3.014
H 1.312 0.087 4.421
H 2.797 -0.725 4.300
H 1.388 -2.603 5.155
C -0.965 -1.424 -0.640
C -1.796 -0.111 -0.476
O -2.917 -0.423 0.239
H -0.060 -1.312 -1.242
H -1.623 -2.235 -1.023
H -0.674 -1.658 0.369
H -2.098 0.390 -1.445
H -1.145 0.548 0.033
H -3.348 -1.107 -0.333
C -2.476 0.113 5.446
C -2.287 -1.400 5.238
O -1.493 -1.989 6.230
H -1.605 0.682 5.314
H -3.001 0.308 6.360
H -3.199 0.397 4.675
H -1.813 -1.504 4.265
H -3.231 -1.909 5.330
H -0.589 -1.638 6.212
O -0.391 3.138 -0.109
H -0.944 3.366 -0.860
H -0.397 3.900 0.517
O -5.606 0.768 -0.404
H -5.969 1.672 -0.294
H -4.718 0.857 -0.070

Cartesian forces, eV/Å:
C -1.013 0.524 -0.590
O 0.785 0.954 0.785
C -1.058 -0.339 0.130
C 0.678 1.386 -1.941
N -0.927 0.226 0.781
C 2.753 -0.285 -0.389
C -1.001 -0.789 -0.341
O 0.407 -0.782 0.810
C -1.068 1.841 0.319
H 0.081 -0.168 0.715
H -0.001 0.146 -1.381
H 0.157 0.107 0.865
H 0.656 -0.575 0.134
H -0.269 -0.707 0.375
H -0.102 -0.572 0.812
H 0.277 -0.511 -0.113
H -0.211 0.107 -0.028
H 0.219 -0.444 -0.135
H -1.196 0.065 -0.828
H 0.488 -0.356 0.683
H -0.600 0.278 0.427
H 0.212 -0.414 0.434
H -0.568 -0.226 -0.804
H 1.266 0.494 -0.750
C 0.575 -0.167 1.337
O -1.700 1.008 -0.943
C 0.677 -1.441 -0.156
C -1.337 0.292 -0.646
N 0.976 0.818 -1.783
C -1.134 0.057 0.103
C 0.933 1.071 0.621
O -1.334 -1.399 -0.106
C 2.382 0.714 -0.444
H -0.387 0.222 -0.133
H 0.588 -0.745 -0.078
H -0.094 0.023 -0.003
H 0.958 -0.147 0.418
H -0.180 0.156 0.879
H 0.142 0.740 -0.042
H 0.520 0.029 -0.547
H -0.763 -0.295 0.441
H 0.591 -0.773 0.069
H 0.165 0.103 -0.028
H -0.085 0.127 0.190
H -0.166 -0.228 0.695
H -0.729 0.552 -0.370
H -0.645 0.085 1.141
H -0.035 -0.737 -0.518
C 0.804 -0.621 -0.343
O -0.143 -0.480 -1.060
C 0.425 -0.340 1.105
C 0.364 0.718 0.309
N 0.991 -0.061 -0.611
C 0.049 0.354 -0.165
C -0.621 1.833 0.829
O -0.291 -0.906 -0.769
C 0.075 0.170 -0.466
H -0.748 -0.033 0.442
H 0.041 -0.340 -0.058
H 0.137 1.005 0.442
H -0.048 0.491 -0.489
H -0.485 -0.041 0.038
H -0.036 0.035 -0.017
H -0.287 -1.158 -0.210
H -0.024 0.537 0.194
H -0.273 -0.228 -0.603
H -0.031 -0.821 0.546
H 0.094 0.298 0.390
H -0.527 -0.832 -0.090
H 0.870 0.288 -0.402
H -0.330 0.011 0.293
H -0.183 -0.061 0.497
C -1.282 0.209 0.396
O -0.405 -0.043 0.060
C 0.557 -0.287 0.395
C -0.032 -0.280 -1.379
N 0.102 1.841 -0.315
C -0.185 0.806 -0.781
C 0.132 -0.582 1.158
O -0.560 1.131 0.515
C -0.052 0.136 -0.946
H 0.307 0.203 -0.092
H -0.027 -0.206 -0.182
H 0.718 0.099 0.151
H -0.216 -0.155 -0.151
H 0.074 -0.386 -0.506
H -0.264 -0.543 0.359
H 0.094 0.645 0.258
H 0.193 -0.961 1.381
H 0.410 -0.192 0.607
H 0.033 -0.736 0.145
H 0.444 0.254 -0.883
H 0.009 -0.088 -0.350
H -0.244 -1.126 -0.130
H 0.323 0.034 0.099
H -0.029 0.294 0.438
C 0.228 1.493 0.343
C -0.645 0.710 -2.085
O -0.293 -0.720 1.734
H 0.166 -0.283 -0.350
H 0.234 -0.423 0.083
H -0.814 -0.415 -0.104
H -0.305 -0.211 -0.153
H 1.398 -0.054 0.485
H 0.035 -0.080 0.028
C -0.877 0.594 -0.618
C 1.397 -0.830 -2.343
O -1.579 -0.162 0.481
H -0.172 -0.004 -0.095
H 0.604 0.462 0.096
H 0.202 -0.468 0.424
H 0.569 -0.508 0.532
H 0.306 1.140 0.781
H -0.321 0.293 0.987
C -2.123 -1.554 -0.830
C 0.801 1.330 0.488
O 0.593 -0.388 0.790
H 1.326 0.722 0.050
H 0.151 0.207 0.817
H 0.151 0.296 -0.188
H -0.266 -0.490 -0.431
H -0.391 -0.143 -0.509
H -0.215 -0.053 -0.267
O 0.366 0.577 1.038
H -0.299 0.252 -0.210
H -0.116 -0.858 -0.966
O -0.932 0.621 -0.073
H 0.193 -0.584 -0.313
H 0.831 -0.377 0.263

Atomic partial charges in e from the Löwdin method, atoms 1 to 99:
1 C -0.110
2 O -0.192
3 C -0.274
4 C -0.203
5 N -0.057
6 C -0.234
7 C -0.227
8 O -0.169
9 C -0.153
10 H 0.089
11 H 0.113
12 H 0.083
13 H 0.139
14 H 0.115
15 H 0.136
16 H 0.115
17 H 0.100
18 H 0.111
19 H 0.136
20 H 0.122
21 H 0.133
22 H 0.098
23 H 0.080
24 H 0.075
25 C -0.134
26 O -0.186
27 C -0.251
28 C -0.237
29 N -0.028
30 C -0.182
31 C -0.183
32 O -0.202
33 C -0.170
34 H 0.092
35 H 0.078
36 H 0.091
37 H 0.123
38 H 0.125
39 H 0.117
40 H 0.131
41 H 0.099
42 H 0.100
43 H 0.104
44 H 0.116
45 H 0.114
46 H 0.071
47 H 0.096
48 H 0.090
49 C -0.075
50 O -0.265
51 C -0.205
52 C -0.186
53 N -0.047
54 C -0.197
55 C -0.181
56 O -0.204
57 C -0.121
58 H 0.097
59 H 0.091
60 H 0.106
61 H 0.122
62 H 0.117
63 H 0.117
64 H 0.123
65 H 0.081
66 H 0.089
67 H 0.109
68 H 0.120
69 H 0.129
70 H 0.075
71 H 0.073
72 H 0.093
73 C -0.134
74 O -0.180
75 C -0.234
76 C -0.174
77 N -0.076
78 C -0.198
79 C -0.209
80 O -0.190
81 C -0.118
82 H 0.088
83 H 0.091
84 H 0.090
85 H 0.122
86 H 0.122
87 H 0.131
88 H 0.112
89 H 0.086
90 H 0.107
91 H 0.130
92 H 0.126
93 H 0.111
94 H 0.072
95 H 0.077
96 H 0.097
97 C -0.060
98 C -0.335
99 O -0.068

---

# C30H82O27S11

A 11-piece molecular cluster, C30H82O27S11 overall (ωB97M-V with the def2-TZVPD basis set, the OMol25 dataset).

Computed properties:
2S+1: 1
Total charge: 0
ΔE to the lowest compared entry with this formula, charge and spin, kJ/mol: 81.9
Lowest unoccupied orbital energy, eV: -0.3

Cartesian coordinates (Å):
O -3.944 -6.998 0.644
S -2.572 -7.058 0.961
O -2.104 -7.889 2.029
O -1.849 -7.513 -0.388
C -0.462 -7.920 -0.300
C -0.197 -8.848 -1.470
C -1.986 -5.416 1.196
H -0.277 -8.384 0.666
H 0.144 -7.011 -0.361
H -0.609 -8.435 -2.386
H -0.416 -9.888 -1.249
H 0.893 -8.839 -1.600
H -0.926 -5.390 1.440
H -2.467 -5.137 2.142
H -2.357 -4.700 0.471
O -5.494 -3.320 -2.287
S -5.334 -3.104 -3.685
O -6.440 -2.935 -4.556
O -4.417 -1.814 -3.863
C -3.296 -1.693 -2.965
C -2.078 -1.348 -3.793
C -4.271 -4.345 -4.401
H -3.149 -2.615 -2.407
H -3.442 -0.898 -2.235
H -1.168 -1.255 -3.203
H -2.278 -0.465 -4.404
H -1.848 -2.142 -4.514
H -4.706 -5.324 -4.227
H -3.297 -4.211 -3.939
H -4.262 -4.093 -5.457
O -0.982 0.612 7.261
S -1.155 1.918 6.729
O -2.435 2.527 6.857
O -0.023 2.864 7.331
C 0.433 2.590 8.664
C 0.413 3.859 9.485
C -0.668 2.004 5.041
H 1.455 2.218 8.605
H -0.145 1.849 9.210
H 1.207 3.813 10.234
H -0.522 3.973 10.036
H 0.559 4.773 8.912
H 0.288 1.497 4.953
H -0.492 3.064 4.849
H -1.523 1.710 4.442
O 1.435 -0.968 -4.065
S 1.997 0.282 -3.659
O 2.381 0.562 -2.318
O 3.268 0.581 -4.556
C 3.663 -0.411 -5.534
C 4.221 -1.681 -4.885
C 0.889 1.583 -4.229
H 4.410 0.055 -6.167
H 2.780 -0.659 -6.123
H 4.059 -1.680 -3.811
H 5.292 -1.719 -5.099
H 3.818 -2.600 -5.305
H 0.813 2.275 -3.397
H -0.037 1.057 -4.442
H 1.338 2.021 -5.111
O -0.655 -1.019 1.735
S -0.684 -1.130 0.314
O -1.695 -1.882 -0.341
O -0.805 0.356 -0.312
C -0.316 1.454 0.484
C -1.361 2.001 1.425
C 0.905 -1.457 -0.403
H 0.001 2.219 -0.229
H 0.585 1.162 1.031
H -1.041 2.918 1.911
H -1.644 1.198 2.105
H -2.290 2.193 0.878
H 1.602 -0.715 -0.033
H 0.702 -1.370 -1.465
H 1.117 -2.489 -0.126
O 2.732 1.990 4.345
S 2.827 2.804 3.179
O 1.634 3.376 2.627
O 3.867 3.933 3.546
C 3.716 5.258 3.017
C 3.934 5.362 1.509
C 3.705 1.905 1.929
H 4.429 5.887 3.540
H 2.706 5.616 3.221
H 3.010 5.175 0.962
H 4.751 4.722 1.182
H 4.164 6.406 1.285
H 3.082 1.077 1.612
H 4.584 1.494 2.417
H 3.962 2.668 1.200
O -5.411 7.572 -1.461
S -4.188 7.104 -1.986
O -2.979 7.189 -1.238
O -4.413 5.585 -2.350
C -3.306 4.833 -2.890
C -2.675 3.950 -1.828
C -3.930 7.829 -3.570
H -2.531 5.471 -3.312
H -3.743 4.271 -3.714
H -3.087 4.159 -0.841
H -1.595 4.082 -1.721
H -2.780 2.873 -1.986
H -2.999 7.448 -3.975
H -3.888 8.916 -3.526
H -4.789 7.620 -4.206
O 2.760 -4.405 -1.178
S 3.660 -5.178 -1.943
O 4.053 -4.795 -3.256
O 4.920 -5.351 -0.998
C 6.074 -5.952 -1.588
C 7.113 -6.258 -0.533
C 3.018 -6.825 -2.059
H 6.494 -5.358 -2.406
H 5.834 -6.870 -2.144
H 6.712 -6.926 0.228
H 7.349 -5.343 0.018
H 8.017 -6.618 -1.016
H 3.017 -7.313 -1.090
H 3.587 -7.391 -2.791
H 2.013 -6.673 -2.450
C 6.438 -2.441 0.822
S 4.824 -1.674 0.751
O 4.549 -0.946 2.015
C 5.228 -0.432 -0.503
H 7.167 -1.771 1.283
H 6.738 -2.582 -0.221
H 6.457 -3.418 1.295
H 4.356 0.216 -0.527
H 5.457 -0.890 -1.461
H 6.105 0.102 -0.131
C -7.551 -0.368 1.152
S -5.927 -0.954 1.721
O -6.160 -2.354 2.157
C -5.163 -1.034 0.103
H -7.757 -0.848 0.198
H -7.533 0.715 1.043
H -8.242 -0.723 1.911
H -4.923 -0.053 -0.319
H -5.819 -1.535 -0.607
H -4.203 -1.544 0.188
C -2.275 8.767 1.715
S -3.011 7.565 2.813
O -4.464 7.816 2.827
C -2.562 6.106 1.831
H -1.187 8.767 1.851
H -2.518 9.795 1.987
H -2.523 8.589 0.670
H -2.269 5.373 2.580
H -1.796 6.326 1.092
H -3.396 5.693 1.261

Cartesian forces, eV/Å:
O -0.921 -0.012 -0.281
S 0.724 -0.024 -0.100
O 0.128 0.191 -0.055
O 0.055 -0.105 0.265
C -0.326 0.115 -0.243
C 1.387 0.441 0.532
C -0.378 0.205 1.413
H -0.057 -0.116 -0.036
H 0.028 -0.024 -0.092
H -0.338 -0.345 -0.022
H -0.651 0.057 -0.250
H -0.010 -0.053 -0.128
H 0.126 -0.029 -0.531
H -0.061 -0.020 -0.085
H 0.278 -0.227 -0.408
O -0.219 -0.292 0.303
S 0.747 -0.159 -0.167
O -0.463 0.256 -0.174
O -0.281 0.104 -0.060
C 0.924 0.173 0.103
C 0.099 -0.594 -0.714
C -0.385 0.653 0.192
H -0.050 0.010 0.055
H -0.526 -0.064 -0.032
H -0.174 0.330 0.220
H 0.152 0.192 0.230
H -0.168 -0.043 0.059
H 0.068 -0.042 0.097
H 0.099 -0.340 -0.065
H 0.193 -0.167 -0.063
O 0.265 -0.803 0.253
S -0.122 0.225 -0.501
O -0.303 0.472 0.158
O -0.332 -0.219 0.056
C 0.620 0.379 0.769
C -0.069 0.426 0.557
C 0.224 0.927 0.518
H -0.023 -0.086 -0.321
H -0.243 -0.245 -0.558
H -0.011 -0.009 -0.020
H -0.077 0.002 -0.149
H 0.114 -0.150 -0.230
H -0.224 -0.369 -0.420
H -0.006 -0.015 -0.020
H 0.234 -0.542 -0.086
O -0.030 -0.425 0.353
S -0.288 1.083 -1.160
O 0.050 -0.200 0.559
O 0.457 0.009 0.080
C -0.556 -0.918 0.008
C 0.698 0.218 -0.409
C 0.478 -0.760 0.546
H -0.090 0.334 0.070
H 0.080 0.123 -0.139
H 0.007 -0.108 0.016
H 0.046 -0.047 0.362
H -0.332 0.105 0.068
H -0.199 0.201 -0.164
H -0.175 0.287 -0.032
H -0.143 0.141 -0.056
O 0.163 -0.358 0.151
S 0.745 1.920 -0.477
O -0.313 -0.607 -0.274
O -0.588 -0.144 0.278
C 0.476 0.623 0.079
C -0.832 -0.696 -0.467
C -1.122 -0.920 0.494
H -0.069 -0.136 -0.137
H -0.095 -0.130 0.017
H 0.156 -0.141 0.193
H 0.240 0.304 0.443
H 0.167 0.251 -0.164
H 0.184 -0.122 -0.001
H 0.363 -0.041 -0.094
H 0.567 0.083 -0.102
O -0.077 -0.062 0.056
S 0.014 -0.922 0.366
O -0.057 0.345 -0.238
O 0.213 0.253 0.026
C -0.541 0.470 -0.796
C -0.190 0.427 0.282
C -0.029 0.637 0.807
H 0.098 -0.266 0.241
H 0.087 -0.035 0.301
H 0.104 -0.470 -0.016
H 0.035 0.091 -0.149
H 0.268 -0.077 -0.016
H -0.070 0.125 -0.267
H 0.067 -0.006 -0.091
H -0.055 -0.409 -0.464
O -0.573 0.121 0.294
S 0.026 0.014 -0.380
O 0.662 0.179 0.256
O -0.155 0.043 -0.306
C 0.291 -0.423 -0.008
C 0.464 -0.647 0.602
C -0.150 0.281 -0.476
H -0.214 0.308 0.038
H 0.023 -0.104 0.086
H -0.142 0.106 -0.090
H -0.062 0.363 -0.192
H -0.382 0.112 -0.226
H -0.038 0.008 -0.183
H 0.201 -0.026 0.525
H 0.077 -0.380 0.028
O -0.657 0.730 0.428
S -0.041 -1.095 0.123
O 0.371 0.375 -0.297
O 0.235 0.075 -0.210
C 1.004 -0.862 -1.121
C -0.591 0.850 0.456
C 0.035 0.158 -0.281
H -0.172 0.621 0.440
H -0.455 -0.091 0.492
H 0.194 -0.375 -0.227
H 0.176 0.028 -0.196
H 0.007 -0.255 0.149
H -0.113 0.087 0.074
H 0.085 -0.010 0.054
H -0.083 -0.160 0.123
C 0.760 0.214 -0.548
S -0.690 -0.695 -0.438
O 0.308 0.150 0.077
C 0.442 -0.058 0.826
H -0.134 0.019 0.135
H -0.027 -0.067 0.040
H -0.384 0.108 0.264
H 0.027 0.057 -0.325
H -0.244 -0.048 -0.071
H -0.079 0.193 -0.105
C 0.543 -0.191 -0.158
S -0.234 0.126 0.083
O 0.129 -0.059 -0.049
C 0.375 0.253 -0.640
H -0.171 -0.020 0.027
H -0.146 0.026 0.101
H -0.105 0.234 0.038
H -0.252 0.203 0.379
H 0.070 -0.313 0.131
H -0.165 -0.244 0.153
C 0.851 0.760 -0.364
S 0.461 0.472 0.359
O -0.415 -0.278 -0.267
C -0.388 -0.404 -0.098
H -0.043 -0.512 -0.112
H -0.618 -0.220 0.222
H -0.109 -0.054 0.034
H 0.268 -0.148 -0.235
H 0.287 0.036 0.289
H -0.297 0.340 0.226

Atomic partial charges in e from the Löwdin method, atoms 1 to 99:
1 O -0.245
2 S 0.553
3 O -0.279
4 O -0.258
5 C -0.261
6 C -0.058
7 C -0.119
8 H 0.113
9 H 0.109
10 H 0.085
11 H 0.083
12 H 0.057
13 H 0.073
14 H 0.085
15 H 0.069
16 O -0.266
17 S 0.562
18 O -0.260
19 O -0.248
20 C -0.281
21 C -0.059
22 C -0.101
23 H 0.098
24 H 0.105
25 H 0.057
26 H 0.081
27 H 0.083
28 H 0.077
29 H 0.058
30 H 0.073
31 O -0.271
32 S 0.558
33 O -0.271
34 O -0.252
35 C -0.263
36 C -0.074
37 C -0.118
38 H 0.121
39 H 0.116
40 H 0.076
41 H 0.077
42 H 0.078
43 H 0.062
44 H 0.072
45 H 0.067
46 O -0.273
47 S 0.566
48 O -0.274
49 O -0.263
50 C -0.229
51 C -0.066
52 C -0.075
53 H 0.120
54 H 0.112
55 H 0.064
56 H 0.077
57 H 0.079
58 H 0.063
59 H 0.055
60 H 0.069
61 O -0.248
62 S 0.580
63 O -0.268
64 O -0.273
65 C -0.265
66 C -0.058
67 C -0.095
68 H 0.118
69 H 0.100
70 H 0.069
71 H 0.066
72 H 0.076
73 H 0.059
74 H 0.045
75 H 0.070
76 O -0.256
77 S 0.562
78 O -0.284
79 O -0.241
80 C -0.244
81 C -0.078
82 C -0.119
83 H 0.122
84 H 0.116
85 H 0.075
86 H 0.075
87 H 0.081
88 H 0.051
89 H 0.069
90 H 0.056
91 O -0.235
92 S 0.542
93 O -0.280
94 O -0.245
95 C -0.244
96 C -0.060
97 C -0.122
98 H 0.102
99 H 0.126